## P
{
  "formula": "C6H16NO",
  "method": "ωB97M-V with the def2-TZVPD basis set",
  "total_charge": 1,
  "species": ["C", "C", "C", "C", "C", "C", "N", "H", "H", "H", "H", "H", "H", "H", "H", "H", "H", "H", "H", "H", "H", "H", "H", "O"],
  "xyz": [[-0.683, -1.696, -0.148], [-0.535, -0.632, -1.217], [0.490, 0.502, -1.107], [0.281, 1.390, 0.115], [-0.533, 2.616, 0.029], [-1.677, 2.704, 0.719], [0.522, -2.594, -0.199], [-0.798, -1.293, 0.853], [-1.545, -2.311, -0.372], [-1.524, -0.234, -1.453], [-0.398, -1.087, -2.207], [0.154, 1.105, -1.937], [1.512, 0.224, -1.336], [-0.093, 0.826, 0.993], [1.327, 1.529, 0.404], [-0.103, 3.404, -0.572], [-2.306, 3.585, 0.669], [-2.040, 1.880, 1.341], [1.195, -2.493, 0.574], [1.132, -2.476, -1.013], [0.227, -3.572, -0.221], [1.131, -0.115, 2.206], [2.557, -0.560, 2.154], [1.706, -0.701, 1.725]]
}

## Q
{
  "formula": "C6H16NO",
  "method": "ωB97M-V with the def2-TZVPD basis set",
  "total_charge": 1,
  "species": ["C", "C", "C", "C", "C", "C", "N", "H", "H", "H", "H", "H", "H", "H", "H", "H", "H", "H", "H", "H", "H", "H", "H", "O"],
  "xyz": [[1.208, 1.196, -0.892], [-0.058, 1.444, -0.043], [-0.091, 0.678, 1.313], [0.250, -0.785, 1.304], [1.174, -1.518, 0.668], [-0.685, -1.459, 2.272], [-1.329, 1.049, -0.742], [1.179, 1.408, -1.931], [1.301, 0.100, -1.084], [2.141, 1.512, -0.362], [0.027, 2.552, 0.062], [-1.083, 0.929, 1.820], [0.771, 1.089, 1.872], [1.973, -1.284, 0.004], [0.994, -2.582, 0.498], [-1.696, -1.411, 1.956], [-0.534, -2.574, 2.350], [-0.569, -1.251, 3.353], [-1.283, -0.015, -0.916], [-1.323, 1.423, -1.712], [-2.148, 1.244, -0.165], [0.596, -0.778, -2.857], [-0.602, -0.773, -3.768], [-0.215, -0.196, -3.002]]
}

P is the most stable structure; the next one sits 0.790 eV above it.